Here is 3 unconnected molecules or ions with the total composition C41H59F5N3O3 from the OMol25 dataset. Energies are from ωB97M-V/def2-TZVPD.

Geometry as XYZ:
```
111
Properties=species:S:1:pos:R:3
C 4.006 -4.025 3.642
C 4.662 -3.596 2.327
C 5.796 -2.616 2.637
C 3.660 -3.088 1.251
C 2.324 -3.836 1.277
C 3.402 -1.581 1.270
O 4.339 -0.960 0.360
C 4.537 0.393 0.416
C 5.410 0.697 -0.835
F 5.805 1.994 -0.788
F 4.619 0.554 -1.935
C 6.663 -0.212 -1.036
F 7.537 0.434 -1.789
F 6.327 -1.334 -1.626
F 7.241 -0.491 0.133
C 5.170 0.956 1.713
N 4.535 2.276 1.842
C 3.482 2.358 0.995
N 2.752 3.445 0.857
C 1.638 3.631 -0.079
C 0.731 4.739 0.446
O -0.082 5.244 -0.567
C -1.275 4.496 -0.849
C -1.243 4.140 -2.327
O -2.392 3.445 -2.768
C -2.803 2.397 -1.961
C -2.002 1.284 -1.740
C -2.457 0.256 -0.895
C -3.706 0.319 -0.277
C -4.249 -0.815 0.616
C -5.085 -0.195 1.752
C -3.070 -1.572 1.257
C -5.053 -1.733 -0.349
C -6.099 -2.744 0.172
C -7.421 -2.068 0.585
C -6.436 -3.683 -1.020
C -5.581 -3.613 1.318
C -4.506 1.436 -0.551
C -4.059 2.465 -1.373
N 3.319 1.213 0.295
H 3.285 -4.832 3.519
H 4.782 -4.401 4.315
H 3.531 -3.184 4.158
H 5.140 -4.481 1.894
H 5.427 -1.707 3.119
H 6.480 -3.081 3.350
H 6.382 -2.371 1.750
H 4.121 -3.288 0.278
H 1.683 -3.482 2.088
H 1.802 -3.705 0.327
H 2.481 -4.906 1.414
H 3.505 -1.165 2.274
H 2.396 -1.379 0.891
H 6.251 1.054 1.647
H 4.961 0.340 2.587
H 4.488 2.730 2.742
H 3.049 4.239 1.407
H 2.037 3.939 -1.049
H 1.099 2.687 -0.187
H 0.148 4.409 1.316
H 1.358 5.576 0.779
H -2.124 5.140 -0.607
H -1.324 3.605 -0.216
H -1.207 5.064 -2.906
H -0.314 3.593 -2.542
H -1.033 1.197 -2.221
H -1.822 -0.610 -0.743
H -5.148 -0.863 2.611
H -4.600 0.722 2.102
H -6.090 0.086 1.441
H -2.561 -2.197 0.520
H -2.348 -0.864 1.672
H -3.410 -2.213 2.069
H -4.304 -2.319 -0.894
H -5.535 -1.098 -1.098
H -7.379 -1.666 1.600
H -7.667 -1.267 -0.114
H -8.219 -2.814 0.575
H -7.196 -3.224 -1.658
H -6.804 -4.643 -0.656
H -5.565 -3.852 -1.658
H -4.673 -4.146 1.018
H -5.370 -3.051 2.228
H -6.324 -4.375 1.567
H -5.497 1.529 -0.121
H -4.676 3.337 -1.562
H 2.861 1.257 -0.608
C -4.465 4.147 1.710
C -5.085 3.807 2.905
C -6.172 4.542 3.358
C -6.642 5.615 2.614
C -6.025 5.954 1.418
C -4.936 5.221 0.967
H -3.623 3.566 1.353
H -4.723 2.967 3.484
H -6.653 4.278 4.291
H -7.492 6.186 2.965
H -6.394 6.789 0.836
H -4.460 5.488 0.031
C 6.536 -3.457 -6.728
C 6.944 -2.393 -5.936
C 6.253 -2.093 -4.770
C 5.157 -2.858 -4.395
C 4.750 -3.922 -5.188
C 5.439 -4.221 -6.355
H 7.074 -3.692 -7.637
H 7.801 -1.799 -6.226
H 6.570 -1.261 -4.157
H 4.619 -2.624 -3.484
H 3.896 -4.520 -4.896
H 5.121 -5.050 -6.974
```

As for the net charge: +1. For the LUMO energy, the calculation gives -2.7 eV.

These are the Mulliken partial charges, in e, on atoms 1 to 5:
1. C -1.4941
2. C 0.3105
3. C -1.2546
4. C 0.8590
5. C -2.0556


Here is a molecular structure, C41H59GeIrN2O7SSi from the OMol25 dataset. Energies are from ωB97M-V/def2-TZVPD.

Geometry as XYZ:
```
113
Properties=species:S:1:pos:R:3
Ir 0.388 -0.318 -0.372
C 1.358 -2.094 4.379
C -0.115 -2.404 4.134
C -0.268 -3.352 2.956
C -0.755 -2.985 5.384
O -0.849 -1.202 3.829
Si -0.421 0.163 3.060
O 0.216 -0.159 1.580
O 0.667 0.874 4.035
C 1.282 2.154 4.175
C 2.277 2.006 5.316
C 0.242 3.215 4.513
C 2.009 2.499 2.890
O -1.748 1.115 2.973
C -3.012 0.950 2.329
C -4.015 1.750 3.144
C -2.914 1.512 0.919
C -3.415 -0.518 2.290
H 1.886 -2.999 4.682
H 1.462 -1.340 5.160
H 1.825 -1.707 3.467
H 0.259 -4.292 3.134
H 0.141 -2.881 2.059
H -1.328 -3.564 2.793
H -0.296 -3.942 5.641
H -1.823 -3.137 5.219
H -0.629 -2.297 6.222
H 1.753 1.696 6.221
H 2.787 2.952 5.512
H 3.021 1.246 5.069
H -0.234 2.982 5.467
H -0.536 3.248 3.748
H 0.716 4.196 4.589
H 2.740 1.722 2.656
H 2.526 3.451 3.006
H 1.296 2.568 2.062
H -3.699 2.794 3.202
H -4.066 1.352 4.159
H -5.010 1.704 2.694
H -2.654 2.574 0.954
H -3.860 1.389 0.382
H -2.135 0.980 0.368
H -3.360 -0.953 3.289
H -2.746 -1.087 1.634
H -4.434 -0.610 1.911
O 8.626 -0.236 -2.013
C 7.453 0.005 -2.625
O 7.426 0.608 -3.658
C 6.195 -0.495 -1.960
C 4.990 -0.056 -2.504
C 3.787 -0.444 -1.950
C 3.765 -1.297 -0.839
S 2.293 -1.851 -0.105
C 4.976 -1.762 -0.312
C 6.177 -1.354 -0.865
H 8.512 -0.705 -1.180
H 5.028 0.592 -3.369
H 2.854 -0.095 -2.373
H 4.962 -2.440 0.532
H 7.092 -1.744 -0.433
C -0.869 -3.937 -0.395
Ge -0.972 -2.220 -1.332
C -0.216 -2.663 -3.106
C 0.845 -1.942 -3.654
C 1.431 -2.329 -4.854
C 0.949 -3.443 -5.526
C -0.122 -4.158 -5.005
C -0.701 -3.771 -3.803
C -2.912 -1.946 -1.667
C -3.825 -2.645 -0.861
C -5.197 -2.431 -0.950
C -5.693 -1.513 -1.859
C -4.823 -0.810 -2.726
C -5.330 0.081 -3.689
C -4.486 0.712 -4.585
C -3.114 0.470 -4.530
C -2.590 -0.377 -3.567
C -3.424 -1.032 -2.641
H -1.269 -4.698 -1.069
H -1.414 -3.964 0.545
H 0.177 -4.169 -0.195
H 1.200 -1.052 -3.146
H 2.261 -1.767 -5.263
H 1.396 -3.747 -6.465
H -0.505 -5.023 -5.534
H -1.545 -4.334 -3.414
H -3.461 -3.366 -0.138
H -5.869 -2.983 -0.304
H -6.761 -1.342 -1.939
H -6.401 0.250 -3.731
H -4.889 1.379 -5.338
H -2.457 0.944 -5.248
H -1.523 -0.572 -3.546
C 1.824 4.607 -0.380
N 1.706 3.248 -0.911
C 2.835 2.351 -0.659
C 0.616 2.713 -1.492
O 0.554 1.446 -1.657
N -0.384 3.460 -2.007
C -1.579 2.796 -2.513
C -0.360 4.885 -2.331
H 2.484 4.574 0.477
H 0.867 4.983 -0.032
H 2.251 5.298 -1.106
H 3.657 2.940 -0.262
H 3.164 1.877 -1.578
H 2.587 1.574 0.067
H -1.657 1.793 -2.122
H -1.547 2.753 -3.604
H -2.456 3.369 -2.210
H 0.645 5.260 -2.465
H -0.880 5.478 -1.577
H -0.879 5.015 -3.280
```

The spin multiplicity is 6. As for the net charge: +1. For the relative energy (zero: lowest compared OMol25 entry of this formula, charge and spin), the calculation gives 2.0 kcal/mol. For the LUMO energy (alpha / beta), the calculation gives -3.7 / -6.8 eV.

These are the Mulliken partial charges, in e, on atoms 1 to 5:
1. Ir 1.5132
2. C -1.4649
3. C 1.8298
4. C -1.0302
5. C -1.9479


Number 1: DFT total energy -2486.79230 Eh. Number 2: DFT total energy -5102.72386 Eh.